1.
Formula: C11H11FO
Source: OMol25
Level of theory: the ωB97M-V functional and the def2-TZVPD basis

Properties
- Total energy: -600.52485 Ha
- F_max: 8.7 eV Å⁻¹
- ⟨S²⟩: 2.007
- 2S+1: 3
- HOMO level (spin up / spin down): -5.34 / -9.38 eV
- Gap between HOMO and LUMO (spin up / spin down): 6.3082 / 7.4003 eV

Geometry (Å):
C1 2.4324 1.3410 1.5135
C2 1.8466 0.4620 0.9991
C3 0.7189 -3.2194 -0.6703
C4 1.6851 -2.4035 -1.2736
C5 0.1996 -2.8949 0.4976
C6 1.8874 -1.1443 -0.9354
C7 -2.1571 3.0153 -0.8061
C8 -1.4820 1.9206 -1.1638
C9 0.5089 -1.5248 1.1545
C10 1.0152 -0.4323 0.2477
C11 -0.3170 1.4935 -0.2942
O1 -0.1623 0.0948 -0.4558
F1 2.9426 -0.4046 -1.4217
H1 2.8221 1.9753 2.2361
H2 0.4280 -4.0781 -1.1046
H3 2.3029 -2.9309 -2.1023
H4 -0.4481 -3.5460 0.9069
H5 -2.9389 3.3347 -1.5104
H6 -2.0250 3.6595 -0.0161
H7 -1.6726 1.4603 -2.1134
H8 -0.5912 -1.2558 1.5273
H9 1.1571 -1.8159 1.9227
H10 -0.4848 1.9080 0.6793
H11 0.7382 1.8621 -0.4971

Let us look at the natural (NBO) charges, expressed in e, one per atom: atom 1 (C): -0.167, atom 2 (C): -0.040, atom 3 (C): -0.226, atom 4 (C): -0.312, atom 5 (C): -0.097, atom 6 (C): 0.436, atom 7 (C): -0.379, atom 8 (C): -0.186, atom 9 (C): -0.451, atom 10 (C): 0.087, atom 11 (C): -0.111, atom 12 (O): -0.514, atom 13 (F): -0.322, atom 14 (H): 0.230, atom 15 (H): 0.204, atom 16 (H): 0.235, atom 17 (H): 0.184, atom 18 (H): 0.191, atom 19 (H): 0.190, atom 20 (H): 0.214, atom 21 (H): 0.237, atom 22 (H): 0.232, atom 23 (H): 0.174, atom 24 (H): 0.189


2.
Formula: C18H39AgGeN3O6Te
Source: OMol25
Level of theory: the ωB97M-V functional and the def2-TZVPD basis

Properties
- Total energy: -3816.75638 Ha
- F_max: 1.3 eV Å⁻¹
- ⟨S²⟩: 0.759
- 2S+1: 2
- HOMO level (spin up / spin down): -8.08 / -8.04 eV
- Gap between HOMO and LUMO (spin up / spin down): 8.2614 / 5.3987 eV

Geometry (Å):
Ag1 -0.0965 -0.5878 0.6418
C1 2.5103 0.1865 -1.7478
C2 1.2381 0.3849 -2.5764
C3 1.2739 -0.5493 -3.7897
C4 1.1299 1.8407 -3.0363
O1 0.1430 0.0973 -1.7346
Ge1 -1.4112 -0.8741 -2.0542
O2 -2.0616 0.0737 -0.5096
C5 -3.4009 0.3841 -0.1802
C6 -3.8164 1.6693 -0.9062
C7 -4.3485 -0.7494 -0.5883
C8 -3.4644 0.5901 1.3333
O3 -0.6352 -2.2272 -0.7896
C9 -0.9703 -3.5633 -0.4873
C10 -1.6454 -3.6304 0.8869
C11 0.3302 -4.3726 -0.4700
C12 -1.9121 -4.1272 -1.5541
H1 3.3987 0.4987 -2.3001
H2 2.6038 -0.8715 -1.4889
H3 2.4345 0.7699 -0.8272
H4 2.1814 -0.3914 -4.3735
H5 0.4051 -0.3782 -4.4288
H6 1.2441 -1.5858 -3.4445
H7 1.9608 2.1156 -3.6885
H8 1.1279 2.4996 -2.1659
H9 0.1914 1.9772 -3.5768
H10 -3.7871 1.5081 -1.9862
H11 -3.1255 2.4796 -0.6638
H12 -4.8261 1.9684 -0.6197
H13 -4.2885 -0.9078 -1.6675
H14 -5.3790 -0.5090 -0.3247
H15 -4.0565 -1.6730 -0.0851
H16 -2.8487 1.4416 1.6305
H17 -3.0696 -0.2916 1.8411
H18 -4.4895 0.7637 1.6654
H19 -1.0458 -3.0842 1.6189
H20 -1.7659 -4.6638 1.2174
H21 -2.6285 -3.1592 0.8399
H22 1.0155 -3.9339 0.2606
H23 0.8043 -4.3210 -1.4514
H24 0.1475 -5.4178 -0.2143
H25 -2.8340 -3.5426 -1.5845
H26 -2.1634 -5.1659 -1.3346
H27 -1.4366 -4.0747 -2.5352
C13 1.6547 -3.2811 3.2524
Te1 2.0546 -1.4455 2.2575
C14 3.7159 -2.2927 1.1631
H28 2.5968 -3.6581 3.6455
H29 1.2036 -4.0055 2.5790
H30 0.9716 -3.0454 4.0635
H31 3.4944 -3.2978 0.8099
H32 4.5882 -2.3206 1.8150
H33 3.9306 -1.6488 0.3122
C15 -1.3047 4.4944 1.5629
N1 -0.3612 3.4063 1.7184
C16 0.5401 3.2463 2.7395
C17 1.1866 2.0738 2.4973
N2 0.6977 1.5150 1.3410
C18 -0.2312 2.3455 0.9018
H34 -1.4180 5.0097 2.5126
H35 -2.2735 4.1031 1.2575
H36 -0.9577 5.2062 0.8134
H37 0.6272 3.9495 3.5488
H38 1.9554 1.6027 3.0834
H39 -0.7900 2.2010 -0.0111
O4 0.5082 -0.3058 4.7406
N3 -0.4893 -0.2222 3.9914
O5 -1.4058 0.5580 4.2044
O6 -0.5932 -1.0844 3.0369

Let us look at the natural (NBO) charges, expressed in e, one per atom: atom 1 (Ag): 1.053, atom 2 (C): -0.627, atom 3 (C): 0.272, atom 4 (C): -0.639, atom 5 (C): -0.621, atom 6 (O): -0.988, atom 7 (Ge): 1.332, atom 8 (O): -0.997, atom 9 (C): 0.268, atom 10 (C): -0.622, atom 11 (C): -0.636, atom 12 (C): -0.620, atom 13 (O): -0.987, atom 14 (C): 0.277, atom 15 (C): -0.629, atom 16 (C): -0.618, atom 17 (C): -0.632, atom 18 (H): 0.206, atom 19 (H): 0.202, atom 20 (H): 0.218, atom 21 (H): 0.211, atom 22 (H): 0.214, atom 23 (H): 0.213, atom 24 (H): 0.204, atom 25 (H): 0.207, atom 26 (H): 0.210, atom 27 (H): 0.209, atom 28 (H): 0.194, atom 29 (H): 0.208, atom 30 (H): 0.211, atom 31 (H): 0.213, atom 32 (H): 0.209, atom 33 (H): 0.203, atom 34 (H): 0.233, atom 35 (H): 0.206, atom 36 (H): 0.216, atom 37 (H): 0.207, atom 38 (H): 0.211, atom 39 (H): 0.189, atom 40 (H): 0.212, atom 41 (H): 0.206, atom 42 (H): 0.213, atom 43 (H): 0.211, atom 44 (H): 0.212, atom 45 (C): -0.890, atom 46 (Te): 0.973, atom 47 (C): -0.937, atom 48 (H): 0.230, atom 49 (H): 0.238, atom 50 (H): 0.267, atom 51 (H): 0.234, atom 52 (H): 0.233, atom 53 (H): 0.240, atom 54 (C): -0.401, atom 55 (N): -0.329, atom 56 (C): -0.072, atom 57 (C): -0.091, atom 58 (N): -0.573, atom 59 (C): 0.187, atom 60 (H): 0.222, atom 61 (H): 0.222, atom 62 (H): 0.209, atom 63 (H): 0.225, atom 64 (H): 0.225, atom 65 (H): 0.242, atom 66 (O): -0.515, atom 67 (N): 0.711, atom 68 (O): -0.439, atom 69 (O): -0.643


3.
Formula: C3H13NO2S
Source: OMol25
Level of theory: the ωB97M-V functional and the def2-TZVPD basis

Properties
- Charge: +1
- Total energy: -725.18256 Ha
- F_max: 1.9 eV Å⁻¹
- ⟨S²⟩: 0.758
- 2S+1: 2
- HOMO level (spin up / spin down): -13.87 / -12.84 eV
- Gap between HOMO and LUMO (spin up / spin down): 10.9741 / 4.2427 eV

Geometry (Å):
C1 -0.3865 -0.5510 -0.8769
C2 0.9865 0.1238 -0.9520
C3 1.2090 0.5118 -2.4686
S1 2.2377 1.9381 -2.6108
N1 -0.6099 -1.2340 0.3436
H1 -1.1304 0.2498 -1.0012
H2 -0.6049 -1.2276 -1.6898
H3 1.7645 -0.5625 -0.6373
H4 1.0538 1.0614 -0.4169
H5 1.5879 -0.3490 -3.0111
H6 0.2083 0.7164 -2.8865
H7 3.1523 1.3847 -3.4219
H8 -0.3306 -2.2083 0.2931
H9 -0.2494 -0.8058 1.2187
H10 -0.5393 -0.2556 4.0264
H11 0.8628 0.2396 3.8333
O1 0.1460 -0.1831 3.3458
H12 -2.3967 0.1695 2.0368
H13 -3.8877 0.5923 2.2005
O2 -3.0734 0.3894 2.6749

Let us look at the natural (NBO) charges, expressed in e, one per atom: atom 1 (C): -0.264, atom 2 (C): -0.384, atom 3 (C): -0.556, atom 4 (S): 0.218, atom 5 (N): -0.450, atom 6 (H): 0.251, atom 7 (H): 0.233, atom 8 (H): 0.232, atom 9 (H): 0.239, atom 10 (H): 0.251, atom 11 (H): 0.229, atom 12 (H): 0.156, atom 13 (H): 0.401, atom 14 (H): 0.434, atom 15 (H): 0.497, atom 16 (H): 0.491, atom 17 (O): -0.979, atom 18 (H): 0.454, atom 19 (H): 0.483, atom 20 (O): -0.935


4.
Formula: C19H23Cl2N3O3S
Source: OMol25
Level of theory: the ωB97M-V functional and the def2-TZVPD basis

Properties
- Total energy: -2446.38919 Ha
- F_max: 1.0 eV Å⁻¹
- Structure (SMILES): CCN(CC)CCNC(=O)c1ccc(Cl)c(S(=O)(=O)Nc2ccc(Cl)cc2)c1
- 2S+1: 1
- HOMO level: -8.79 eV
- Gap between HOMO and LUMO: 8.8145 eV

Geometry (Å):
C1 -3.2590 -2.6470 2.2968
H1 -2.4563 -3.1867 2.7924
H2 -3.9370 -2.2707 3.0586
H3 -3.8019 -3.3426 1.6602
C2 -2.6702 -1.4991 1.4709
N1 -3.6204 -0.7190 0.6950
C3 -4.6103 0.0088 1.4762
C4 -3.9809 0.9463 2.5014
H4 -4.7268 1.6579 2.8472
H5 -3.1486 1.4949 2.0669
H6 -3.6098 0.4007 3.3643
H7 -5.3145 -0.6735 1.9827
H8 -5.1937 0.6045 0.7678
C5 -4.2159 -1.4459 -0.4157
H9 -5.1714 -1.9244 -0.1524
C6 -4.4300 -0.4995 -1.6162
N2 -3.2898 0.3793 -1.7260
C7 -2.2024 0.0658 -2.4644
O1 -2.2085 -0.6996 -3.4063
C8 -0.9575 0.7906 -2.0349
C9 -0.6968 1.0096 -0.6865
C10 0.4764 1.6216 -0.2976
C11 1.4068 2.0213 -1.2422
C12 1.1673 1.7904 -2.5914
C13 -0.0065 1.1696 -2.9778
H10 -0.2019 0.9679 -4.0201
H11 1.9006 2.0925 -3.3221
Cl1 2.8534 2.7872 -0.7349
S1 0.7470 1.8762 1.4633
O2 -0.3434 1.2569 2.1513
O3 1.0323 3.2478 1.7395
N3 2.1632 1.0420 1.7820
C14 2.3946 -0.2127 1.2245
C15 3.6698 -0.5817 0.8038
C16 3.8897 -1.8291 0.2516
C17 2.8299 -2.7102 0.1072
C18 1.5563 -2.3558 0.5254
C19 1.3403 -1.1120 1.0857
H12 0.3618 -0.8303 1.4362
H13 0.7405 -3.0529 0.4174
Cl2 3.0997 -4.2646 -0.5954
H14 4.8782 -2.1148 -0.0714
H15 4.4912 0.1106 0.9133
H16 2.9649 1.6526 1.8298
H17 -1.3730 0.6884 0.0917
H18 -3.1441 0.9352 -0.8958
H19 -5.3290 0.1075 -1.4893
H20 -4.5121 -1.0745 -2.5390
H21 -3.5162 -2.2245 -0.7254
H22 -2.1369 -0.8104 2.1302
H23 -1.9432 -1.9074 0.7608

Let us look at the natural (NBO) charges, expressed in e, one per atom: atom 1 (C): -0.637, atom 2 (H): 0.217, atom 3 (H): 0.205, atom 4 (H): 0.204, atom 5 (C): -0.217, atom 6 (N): -0.478, atom 7 (C): -0.215, atom 8 (C): -0.622, atom 9 (H): 0.217, atom 10 (H): 0.219, atom 11 (H): 0.208, atom 12 (H): 0.167, atom 13 (H): 0.189, atom 14 (C): -0.228, atom 15 (H): 0.181, atom 16 (C): -0.235, atom 17 (N): -0.598, atom 18 (C): 0.642, atom 19 (O): -0.613, atom 20 (C): -0.062, atom 21 (C): -0.198, atom 22 (C): -0.369, atom 23 (C): -0.006, atom 24 (C): -0.229, atom 25 (C): -0.143, atom 26 (H): 0.241, atom 27 (H): 0.237, atom 28 (Cl): 0.041, atom 29 (S): 2.327, atom 30 (O): -0.936, atom 31 (O): -0.919, atom 32 (N): -0.840, atom 33 (C): 0.139, atom 34 (C): -0.236, atom 35 (C): -0.207, atom 36 (C): -0.081, atom 37 (C): -0.147, atom 38 (C): -0.264, atom 39 (H): 0.239, atom 40 (H): 0.220, atom 41 (Cl): 0.009, atom 42 (H): 0.232, atom 43 (H): 0.218, atom 44 (H): 0.425, atom 45 (H): 0.262, atom 46 (H): 0.405, atom 47 (H): 0.195, atom 48 (H): 0.237, atom 49 (H): 0.205, atom 50 (H): 0.211, atom 51 (H): 0.189